(1)
C4H12O4 | ωB97M-V with the def2-TZVPD basis set

Each line ends with the Mulliken charge.
Element x y z (Å)
C -0.90548 -1.53612 0.86790  -0.029
C 0.79005 -0.27320 0.85228  -0.279
C 1.38004 1.14418 0.85994  -1.243
O -0.29718 -2.63917 1.30834  -0.457
O -1.36541 -1.58789 -0.36192  -0.584
O 1.54276 -1.10067 -0.06066  -0.565
H 0.37249 -2.88111 0.64071  0.434
H -1.58631 -0.56915 -0.63470  0.510
H 1.21760 -0.91712 -0.95113  0.371
H -1.50032 -1.05098 1.64003  0.454
H 1.03064 -0.68392 1.83494  0.410
H 1.36181 1.58568 -0.13916  0.325
H 0.79514 1.78725 1.52079  0.338
H 2.41707 1.12574 1.20457  0.335
C -0.92278 1.43356 -1.78276  -0.621
O -1.34665 0.81225 -0.57860  -0.677
H -0.51499 0.54149 0.09686  0.425
H -1.79039 1.55065 -2.43376  0.282
H -0.16906 0.83509 -2.30717  0.262
H -0.50903 2.42345 -1.57648  0.308

Output
Energy relative to the best compared isomer or geometry (same formula, charge and spin) in eV: 3.735
HOMO level in eV: -8.3

(2)
C3H6NO | ωB97M-V with the def2-TZVPD basis set

Each line ends with the Mulliken charge.
Element x y z (Å)
C -2.23319 -0.42056 0.24229  -0.337
C 2.90520 0.04943 0.09232  -0.042
C -1.58878 0.89212 0.02452  0.105
N -0.90184 -0.03343 -0.41919  -0.005
O 1.70122 0.30208 0.06128  -0.503
H -2.24649 -0.68668 1.35453  0.281
H -3.04135 -0.67352 -0.51415  0.292
H 3.47572 0.66026 0.68645  0.294
H 3.31951 -0.97459 -0.25184  0.219
H -1.70826 1.93540 0.29504  0.337
H 0.06912 -0.15785 -0.72706  0.359

Output
Charge: +1
Energy relative to the best compared isomer or geometry (same formula, charge and spin) in eV: 3.050
HOMO level in eV: -14.7

(3)
C3H6N3 | ωB97M-V with the def2-TZVPD basis set

Each line ends with the Mulliken charge.
Element x y z (Å)
C -1.92018 1.08386 -0.16380  -0.116
N -1.32149 0.15450 0.45784  -0.280
C -0.18985 -0.64949 0.01351  0.500
N -0.00380 -1.95348 0.15880  -0.287
N 0.98632 0.04459 -0.29556  -0.330
C 1.96343 0.56612 0.36067  -0.144
H -2.66938 1.62253 0.41626  0.298
H -1.75974 1.25102 -1.28140  0.263
H -0.71755 -2.69028 0.21998  0.258
H 0.96797 -2.21869 0.39373  0.280
H 2.77356 1.08540 -0.15221  0.304
H 1.98153 0.47122 1.51851  0.254

Output
SMILES: C=NC(=[NH2+])N=C
Charge: +1
Energy relative to the best compared isomer or geometry (same formula, charge and spin) in eV: 1.575
HOMO level in eV: -15.3

(4)
C31H45InN7OS3Si4Te | ωB97M-V with the def2-TZVPD basis set

Each line ends with the Mulliken charge.
Element x y z (Å)
In 1.89268 -1.37467 -1.61029  0.860
C -0.50425 -5.35877 -2.17716  -1.848
C -0.10846 -3.92048 -2.07628  0.405
N 0.60238 -3.41538 -1.14267  1.203
N 1.06842 -4.18062 -0.13108  -1.421
C 1.57569 -3.44130 0.83004  0.223
N 2.09776 -4.10802 1.88735  -0.359
S 1.58261 -1.71047 0.92518  -0.562
C -0.52748 -2.94727 -3.10810  0.704
C -1.31426 -3.33055 -4.19269  -0.860
C -1.76653 -2.36307 -5.06982  -0.555
C -1.43638 -1.03924 -4.83778  -1.348
C -0.62550 -0.74666 -3.75400  -0.278
N -0.16927 -1.66735 -2.91884  0.450
H -0.20973 -5.87664 -1.26797  0.390
H 0.00441 -5.82593 -3.02353  0.341
H -1.57839 -5.46938 -2.32542  0.411
H 2.24439 -5.09708 1.76345  0.253
H 2.70739 -3.60467 2.50732  0.226
H -1.57043 -4.36780 -4.33351  0.449
H -2.38061 -2.64020 -5.91681  0.409
H -1.78807 -0.24377 -5.47786  0.481
H -0.33930 0.27356 -3.53793  0.783
O 2.51861 -0.57842 -4.03375  -0.378
C 2.26884 0.79028 -4.22456  -0.947
C 1.77781 1.51463 -2.98362  1.100
C 1.63304 2.87610 -3.04730  -1.434
C 1.46491 3.58353 -1.82975  -0.399
C 1.25692 2.89658 -0.68857  -0.413
C 1.08416 1.46384 -0.74690  -1.179
N 1.60646 0.80556 -1.85958  0.452
H 3.43215 -0.74015 -3.74403  0.315
H 1.50246 0.86406 -5.00283  0.250
H 3.16288 1.29836 -4.59969  0.484
H 1.82981 3.39270 -3.97612  0.457
H 1.53000 4.66370 -1.81354  0.471
H 1.10897 3.39744 0.25982  0.185
H 1.29630 0.94076 0.17803  0.575
S 4.38181 -0.71263 -1.14169  -0.346
C 4.80278 -2.34872 -0.73190  0.545
C 5.63086 -2.60056 0.36297  -1.011
C 5.95011 -3.89066 0.75545  0.687
C 6.79184 -4.08853 1.89413  -0.141
N 7.46766 -4.22667 2.81321  -0.584
C 5.42143 -4.98173 0.04680  0.560
C 4.59194 -4.74733 -1.03908  -0.786
C 4.27666 -3.45551 -1.44946  0.374
S 3.21610 -3.22886 -2.81867  -0.327
C 5.70169 -6.32742 0.43626  -0.125
N 5.92510 -7.41528 0.73332  -0.583
H 6.01994 -1.76303 0.92572  0.490
H 4.16420 -5.58589 -1.57057  0.452
C -1.48197 2.85145 4.64875  -1.077
Si -0.47698 2.23743 3.16908  0.616
C 0.91740 3.47379 2.88073  -1.301
C 0.29483 0.59893 3.65316  -0.489
Si -2.01293 2.09584 1.40152  0.359
Te -1.34419 1.00762 -0.72966  -0.486
Si -3.81509 0.75875 2.11468  0.388
C -4.98516 1.68924 3.27211  -1.062
C -3.16120 -0.77276 2.99486  -1.045
C -4.83404 0.21333 0.62748  -0.997
Si -2.83989 4.21278 0.82850  0.310
C -4.29545 3.96344 -0.34313  -1.101
C -1.52696 5.22926 -0.05799  -1.004
C -3.44847 5.21341 2.31268  -1.082
H -0.82517 2.92852 5.51850  0.424
H -2.28185 2.15699 4.90087  0.209
H -1.92935 3.82893 4.47653  0.224
H 1.40919 3.65391 3.83911  0.475
H 0.56413 4.43128 2.50048  0.294
H 1.67039 3.09178 2.19362  0.387
H 1.04479 0.77792 4.42746  0.377
H 0.78691 0.10146 2.82257  -0.280
H -0.44460 -0.09233 4.05167  0.269
H -4.47947 2.10462 4.14106  0.314
H -5.76296 1.01053 3.62846  0.376
H -5.47682 2.50950 2.74946  0.247
H -2.83910 -0.54135 4.01000  0.280
H -2.31581 -1.20257 2.46111  0.247
H -3.94405 -1.53135 3.05737  0.397
H -5.25620 1.06503 0.09769  0.248
H -5.65699 -0.42456 0.96019  0.377
H -4.22648 -0.34863 -0.07729  0.231
H -4.02689 3.28047 -1.14756  0.294
H -4.59721 4.91531 -0.78499  0.401
H -5.15625 3.54929 0.18016  0.238
H -1.14707 4.69431 -0.92577  0.136
H -0.68210 5.45827 0.58968  0.296
H -1.96092 6.17420 -0.39459  0.441
H -4.15664 4.65445 2.92237  0.297
H -3.94780 6.11807 1.95875  0.382
H -2.62412 5.52306 2.95465  0.287

Output
Charge: -1
Energy relative to the best compared isomer or geometry (same formula, charge and spin) in eV: 1.297
HOMO level in eV: -4.2

F_max readings, ordered: 2.196; 4.272; 3.215; 0.799 eV/Å